No. 1
Here is a molecular structure, C31H43Cl3N7O3PS2SiTeTl at a distorted geometry from the OMol25 dataset. Energies are from the ωB97M-V functional and the def2-TZVPD basis.

Last column: Löwdin charge in e.
Geometry (Å):
1 Tl 1.740 0.534 -0.256  0.7546
2 C 1.795 -3.555 -3.206  -0.0237
3 C 1.164 -2.194 -3.067  -0.2861
4 N 0.064 -1.920 -2.472  -0.0101
5 N -0.550 -2.908 -1.702  0.0052
6 C -1.602 -2.419 -1.145  -0.7954
7 N -2.319 -3.184 -0.304  0.0672
8 S -1.980 -0.726 -1.486  0.6693
9 C 1.774 -1.062 -3.852  -0.2561
10 C 1.930 -1.139 -5.235  -0.0104
11 C 2.552 -0.057 -5.892  -0.0567
12 C 2.886 1.037 -5.136  -0.0882
13 C 2.687 1.036 -3.742  -0.1496
14 N 2.126 0.012 -3.125  0.0702
15 H 2.897 -3.377 -3.312  0.0966
16 H 1.436 -4.005 -4.121  0.0730
17 H 1.510 -4.191 -2.398  0.0553
18 H -1.877 -3.927 0.227  0.1072
19 H -3.160 -2.750 0.126  0.0282
20 H 1.552 -2.072 -5.648  0.1085
21 H 2.747 -0.055 -6.954  0.1004
22 H 3.217 1.940 -5.620  0.0450
23 H 2.942 1.966 -3.280  0.0354
24 C -5.706 0.481 4.122  -0.1707
25 Si -4.800 -0.786 3.123  0.4693
26 C -4.324 -2.275 4.149  -0.1716
27 C -5.892 -1.330 1.728  -0.2210
28 C -3.286 0.071 2.484  -0.2479
29 C -2.578 0.760 3.495  -0.0708
30 C -1.684 1.753 3.106  -0.0252
31 C -1.547 2.024 1.726  -0.1129
32 N -2.196 1.331 0.819  0.0349
33 C -3.007 0.393 1.163  -0.6108
34 S -3.717 -0.510 -0.291  0.6216
35 H -6.663 0.065 4.483  0.0415
36 H -5.977 1.346 3.549  0.0333
37 H -5.231 0.786 5.027  0.0203
38 H -5.125 -2.928 4.416  0.0131
39 H -3.793 -2.022 5.073  0.0306
40 H -3.630 -2.849 3.468  0.0449
41 H -6.952 -1.334 1.998  0.0339
42 H -5.596 -2.323 1.255  0.0563
43 H -5.878 -0.536 1.006  -0.0252
44 H -2.638 0.446 4.485  0.0857
45 H -1.155 2.290 3.860  0.0956
46 H -0.863 2.805 1.384  0.1179
47 C -2.032 4.753 -1.652  -0.0721
48 C -0.944 5.832 -1.717  -0.2695
49 O -0.009 5.500 -2.737  -0.3484
50 P 1.028 4.257 -2.670  0.0373
51 O 1.417 3.913 -1.302  -0.4294
52 Te 2.654 4.739 -4.329  0.2944
53 O 0.061 2.950 -3.123  -0.3466
54 C -0.435 2.819 -4.434  -0.3443
55 C -1.329 1.561 -4.429  -0.0732
56 H -2.578 4.873 -0.720  0.0624
57 H -1.675 3.740 -1.726  0.0538
58 H -2.774 4.951 -2.455  0.0802
59 H -0.335 5.831 -0.797  0.1076
60 H -1.299 6.813 -1.894  0.0955
61 H 0.369 2.647 -5.101  0.0510
62 H -1.017 3.706 -4.725  0.1149
63 H -0.734 0.731 -4.000  0.0521
64 H -1.520 1.312 -5.491  0.0757
65 H -2.235 1.699 -3.830  0.0633
66 Cl 7.379 1.125 2.387  0.7109
67 C 5.924 1.803 2.841  -1.7162
68 Cl 5.213 0.727 4.028  0.6346
69 Cl 4.769 2.134 1.552  0.6606
70 C 6.190 3.083 3.444  -0.4434
71 N 6.329 4.130 3.850  0.1929
72 C -0.066 -1.735 1.682  -0.1333
73 N 0.611 -1.318 2.909  -0.2340
74 C 0.459 -2.433 3.785  -0.1477
75 C 1.986 -0.857 2.775  -0.2220
76 C 2.918 -1.723 1.911  -0.2999
77 C 3.376 -2.897 2.488  -0.0920
78 C 4.183 -3.734 1.734  -0.1243
79 C 4.381 -3.493 0.398  -0.1179
80 C 3.913 -2.289 -0.200  -0.1406
81 C 3.162 -1.390 0.562  -0.2569
82 H -1.094 -1.992 1.988  0.0685
83 H 0.385 -2.588 1.139  0.0962
84 H -0.216 -0.884 0.966  0.0136
85 H -0.567 -2.681 3.987  0.0635
86 H 0.846 -2.189 4.790  0.0912
87 H 0.947 -3.369 3.461  0.0839
88 H 2.355 -0.900 3.828  0.1064
89 H 1.933 0.216 2.506  0.0705
90 H 3.231 -3.032 3.547  0.0959
91 H 4.476 -4.710 2.196  0.1057
92 H 4.980 -4.138 -0.176  0.0699
93 H 4.091 -2.141 -1.276  0.0768

Summary:
Energy relative to the best compared isomer or geometry (same formula, charge and spin) in kcal per mole: 58.4
Highest occupied orbital energy in eV: -4.04
E in eV: -137809.936
LUMO energy in Eh: 0.071
Charge: -1


No. 2
Here is a molecular structure, C31H43CoN3O3PS2Si3 at a distorted geometry from the OMol25 dataset. Energies are from the ωB97M-V functional and the def2-TZVPD basis.

Last column: Löwdin spin population.
Geometry (Å):
1 Co -0.336 -0.472 -0.089  2.7371
2 N -0.140 2.063 -1.864  0.0792
3 P -1.083 1.873 -0.348  0.2056
4 C -2.634 2.561 -1.069  0.0057
5 C -3.759 1.774 -1.281  0.0025
6 C -4.887 2.301 -1.891  -0.0003
7 C -4.904 3.629 -2.287  0.0024
8 C -3.782 4.421 -2.088  0.0003
9 C -2.652 3.890 -1.490  0.0029
10 C -0.438 3.349 0.490  0.0033
11 C 0.864 3.789 0.251  0.0021
12 C 1.356 4.900 0.914  -0.0003
13 C 0.543 5.586 1.807  0.0027
14 C -0.760 5.169 2.019  0.0006
15 C -1.253 4.048 1.370  0.0054
16 C -0.062 1.001 -2.713  0.0109
17 C 0.184 1.171 -4.087  0.0017
18 C 0.253 0.068 -4.902  0.0035
19 C 0.072 -1.203 -4.354  0.0010
20 C -0.157 -1.291 -3.004  0.0097
21 N -0.220 -0.225 -2.194  0.0654
22 H -0.091 2.964 -2.316  0.0070
23 H -3.760 0.751 -0.935  0.0003
24 H -5.756 1.676 -2.051  -0.0001
25 H -5.793 4.050 -2.737  0.0001
26 H -3.791 5.459 -2.396  0.0000
27 H -1.789 4.524 -1.328  0.0001
28 H 1.499 3.249 -0.441  0.0001
29 H 2.373 5.227 0.742  -0.0001
30 H 0.931 6.445 2.339  0.0002
31 H -1.404 5.705 2.703  0.0000
32 H -2.271 3.742 1.551  0.0014
33 H 0.310 2.170 -4.482  0.0005
34 H 0.444 0.186 -5.961  0.0003
35 H 0.118 -2.096 -4.959  0.0003
36 H -0.293 -2.250 -2.519  0.0009
37 C 3.881 0.526 0.098  0.0001
38 Si 3.026 -1.082 -0.416  0.0159
39 C 2.906 -0.915 -2.306  0.0017
40 C 4.240 -2.498 -0.060  0.0049
41 C 1.423 -1.492 0.482  0.0713
42 Si 1.528 -0.981 2.327  0.0195
43 C 1.713 0.893 2.371  0.0061
44 C 0.079 -1.674 3.330  0.0012
45 C 3.100 -1.669 3.143  0.0062
46 Si 0.883 -3.270 0.310  0.0160
47 C 1.446 -4.438 1.686  0.0031
48 C 1.299 -4.151 -1.329  0.0009
49 C -1.030 -3.256 0.324  0.0071
50 C -1.809 -4.340 0.715  0.0022
51 C -3.189 -4.268 0.636  -0.0005
52 C -3.768 -3.117 0.124  0.0037
53 C -2.941 -2.077 -0.252  0.0087
54 N -1.611 -2.134 -0.140  0.0460
55 H 4.790 0.663 -0.492  -0.0001
56 H 4.165 0.524 1.151  0.0001
57 H 3.245 1.398 -0.073  0.0001
58 H 3.915 -0.936 -2.725  0.0001
59 H 2.452 0.038 -2.587  0.0000
60 H 2.335 -1.711 -2.781  0.0000
61 H 5.237 -2.272 -0.446  0.0008
62 H 3.907 -3.432 -0.521  0.0000
63 H 4.326 -2.669 1.014  0.0001
64 H 1.503 1.309 1.388  0.0037
65 H 2.722 1.199 2.651  0.0005
66 H 1.020 1.339 3.082  0.0001
67 H -0.639 -2.225 2.721  -0.0002
68 H -0.473 -0.884 3.833  -0.0002
69 H 0.444 -2.351 4.106  0.0001
70 H 4.001 -1.227 2.711  0.0000
71 H 3.183 -2.755 3.063  0.0000
72 H 3.084 -1.413 4.205  0.0008
73 H 2.537 -4.474 1.723  0.0000
74 H 1.091 -5.457 1.510  0.0004
75 H 1.087 -4.116 2.664  0.0000
76 H 1.956 -3.552 -1.960  0.0000
77 H 0.403 -4.389 -1.907  0.0001
78 H 1.813 -5.092 -1.126  0.0000
79 H -1.321 -5.230 1.091  0.0003
80 H -3.805 -5.097 0.960  -0.0001
81 H -4.840 -3.017 0.030  0.0003
82 H -3.354 -1.162 -0.650  0.0021
83 O -3.648 2.417 3.136  0.0212
84 S -2.601 1.460 3.410  0.0205
85 O -3.015 0.274 4.121  0.0872
86 O -1.331 2.009 3.818  0.0056
87 S -2.294 0.575 1.436  0.4895

Summary:
Multiplicity: 5
Highest occupied orbital energy (spin up / spin down) in eV: -8.15 / -8.70
E in eV: -135679.780
LUMO energy (spin up / spin down) in Eh: -0.003 / -0.080
Charge: 0


> What is the formula in the first record?

C31H43Cl3N7O3PS2SiTeTl